{
  "formula": "C11H22NS",
  "method": "ωB97M-V/def2-TZVPD",
  "charge": 1,
  "multiplicity": 3,
  "s_squared": 2.00,
  "lumo_energy_ha": [-0.093, -0.233],
  "elements": ["C", "C", "C", "C", "C", "C", "C", "C", "C", "C", "C", "N", "S", "H", "H", "H", "H", "H", "H", "H", "H", "H", "H", "H", "H", "H", "H", "H", "H", "H", "H", "H", "H", "H", "H"],
  "positions_angstrom": [[3.398, 0.115, -0.348], [2.482, -0.437, -1.465], [2.641, 0.135, 0.939], [1.120, 0.358, -1.468], [1.332, 0.938, 0.868], [-1.194, -1.529, -0.159], [-1.118, 0.821, -0.167], [0.352, 0.314, -0.123], [-2.042, -0.327, 0.196], [-3.416, -0.335, -0.474], [-2.417, -0.294, 1.781], [0.156, -1.144, 0.346], [-1.367, 2.514, 0.666], [4.402, -0.440, -0.294], [3.613, 1.135, -0.554], [2.900, -0.266, -2.500], [2.384, -1.502, -1.303], [2.485, -0.926, 1.481], [3.237, 0.662, 1.603], [1.467, 1.318, -1.629], [0.577, 0.018, -2.386], [0.759, 1.136, 1.743], [1.517, 1.895, 0.421], [-1.637, -2.372, 0.332], [-1.089, -1.672, -1.261], [-1.284, 1.056, -1.260], [-3.983, 0.520, -0.275], [-4.142, -1.025, -0.200], [-3.346, -0.400, -1.519], [-2.647, 0.799, 1.986], [-1.581, -0.722, 2.391], [-3.391, -0.755, 2.009], [0.026, -1.146, 1.280], [0.951, -1.555, -0.197], [-1.144, 3.115, -0.457]],
  "atomic_forces_ev_per_a": [[0.49, -1.81, -1.08], [0.28, 1.28, -0.45], [-1.34, -2.19, 1.84], [-0.13, -3.45, -0.58], [-0.62, -0.65, -1.22], [-0.27, 0.22, -1.32], [0.97, -1.69, -4.23], [-0.24, 0.24, -0.27], [-1.51, 0.12, 2.20], [1.56, 0.65, -0.52], [0.43, 1.01, -0.99], [-0.12, 0.31, -5.94], [-1.10, 2.32, 4.12], [-1.58, 0.71, 0.05], [0.44, 1.01, -0.44], [-0.23, -0.47, 1.15], [-0.17, -0.57, -0.27], [0.32, 2.12, -1.41], [1.23, 0.82, 1.69], [0.04, 2.33, -0.35], [-0.08, 0.38, 0.96], [0.26, -0.12, 1.44], [0.46, 0.83, 0.04], [0.44, -0.97, 0.17], [-0.36, -0.01, 0.84], [-0.06, -0.20, 0.87], [-0.34, 2.05, 0.37], [-0.56, -2.22, 0.98], [0.27, -0.02, -1.66], [0.81, -1.27, 0.29], [-0.90, 0.64, 0.01], [0.71, -0.47, -0.25], [1.03, -0.50, 4.22], [-0.67, -0.76, 1.79], [0.53, 0.34, -2.07]]
}

{
  "formula": "C6H6FNO4",
  "method": "ωB97M-V/def2-TZVPD",
  "smiles": "O=C(F)NC(=O)[C@H]1CCOC1=O",
  "charge": 0,
  "lumo_energy_ha": 0.012,
  "elements": ["O", "C", "F", "N", "C", "O", "C", "C", "C", "O", "C", "O", "H", "H", "H", "H", "H", "H"],
  "positions_angstrom": [[0.307, 0.629, -2.784], [0.051, -0.320, -2.136], [0.943, -1.308, -1.937], [-1.189, -0.680, -1.565], [-1.641, -0.149, -0.337], [-2.829, -0.163, -0.114], [-0.669, 0.321, 0.726], [0.334, -0.695, 1.346], [1.677, -0.088, 0.986], [1.438, 1.327, 0.985], [0.197, 1.557, 0.473], [-0.140, 2.613, 0.028], [-1.932, -0.603, -2.253], [-1.350, 0.642, 1.516], [0.171, -0.678, 2.421], [0.176, -1.704, 0.972], [2.471, -0.329, 1.688], [1.985, -0.372, -0.015]],
  "atomic_forces_ev_per_a": [[0.11, -0.09, 0.08], [-0.12, -0.31, -0.26], [0.10, 0.24, 0.16], [0.03, 0.63, 0.20], [-0.53, -0.40, -0.08], [0.51, 0.12, -0.16], [0.16, -0.17, 0.60], [-0.67, 0.11, -0.43], [-0.08, -0.16, 0.12], [-0.03, 0.10, -0.37], [0.05, 0.56, 0.04], [0.07, -0.48, 0.11], [-0.04, -0.09, 0.09], [-0.03, 0.09, -0.10], [0.14, -0.16, 0.04], [0.18, -0.07, 0.03], [-0.03, 0.20, 0.03], [0.20, -0.13, -0.09]]
}

{
  "formula": "C5H10O",
  "method": "ωB97M-V/def2-TZVPD",
  "smiles": "CC[C@H]1O[C@H]1C",
  "charge": 0,
  "lumo_energy_ha": 0.042,
  "elements": ["C", "C", "C", "O", "C", "C", "H", "H", "H", "H", "H", "H", "H", "H", "H", "H"],
  "positions_angstrom": [[2.104, 0.620, -0.851], [0.765, 0.886, -0.161], [0.247, -0.280, 0.656], [-0.773, 0.058, 1.591], [-1.087, -0.903, 0.594], [-2.158, -0.582, -0.414], [2.832, 0.204, -0.143], [2.524, 1.554, -1.240], [2.014, -0.081, -1.688], [0.896, 1.703, 0.559], [0.019, 1.233, -0.886], [1.041, -0.907, 1.076], [-1.163, -1.913, 1.006], [-2.002, 0.388, -0.894], [-3.144, -0.571, 0.065], [-2.171, -1.359, -1.186]],
  "atomic_forces_ev_per_a": [[0.04, -0.05, -0.01], [-0.05, 0.01, 0.00], [0.25, 0.03, -0.07], [-0.13, 0.07, 0.22], [-0.08, -0.22, -0.21], [0.03, 0.08, -0.03], [-0.13, 0.07, -0.11], [-0.08, -0.18, 0.02], [-0.03, 0.07, 0.14], [-0.02, -0.05, -0.11], [0.09, -0.09, 0.13], [-0.11, 0.14, 0.02], [0.05, 0.11, -0.12], [-0.01, -0.12, 0.10], [0.17, 0.00, -0.03], [0.00, 0.13, 0.08]]
}

{
  "formula": "C29H21CaCl2N4O4",
  "method": "ωB97M-V/def2-TZVPD",
  "charge": -1,
  "lumo_energy_ha": 0.076,
  "elements": ["Ca", "O", "C", "C", "C", "C", "C", "C", "C", "N", "C", "C", "N", "C", "C", "C", "C", "C", "C", "C", "O", "H", "H", "H", "H", "H", "H", "H", "H", "H", "H", "H", "H", "H", "H", "Cl", "C", "C", "C", "Cl", "C", "O", "C", "C", "O", "C", "H", "H", "H", "N", "C", "C", "C", "C", "N", "C", "C", "H", "H", "H", "H"],
  "positions_angstrom": [[-0.290, 0.108, -0.019], [1.881, 0.217, -0.247], [2.829, 1.033, -0.004], [4.080, 0.921, -0.689], [5.130, 1.768, -0.446], [5.036, 2.793, 0.506], [3.852, 2.934, 1.191], [2.744, 2.106, 0.951], [1.540, 2.393, 1.689], [0.383, 1.934, 1.422], [-0.724, 2.261, 2.288], [-1.152, 1.033, 3.087], [-1.094, -0.166, 2.266], [-1.302, -1.273, 2.867], [-1.320, -2.599, 2.306], [-1.660, -3.639, 3.187], [-1.737, -4.952, 2.788], [-1.462, -5.250, 1.447], [-1.120, -4.266, 0.556], [-1.025, -2.892, 0.932], [-0.686, -2.012, 0.073], [4.162, 0.125, -1.419], [6.054, 1.637, -0.999], [5.874, 3.450, 0.700], [3.750, 3.719, 1.935], [1.663, 3.098, 2.528], [-1.562, 2.575, 1.659], [-0.479, 3.083, 2.980], [-2.178, 1.194, 3.442], [-0.504, 0.923, 3.966], [-1.513, -1.257, 3.949], [-1.872, -3.382, 4.221], [-2.005, -5.733, 3.488], [-1.517, -6.279, 1.106], [-0.903, -4.500, -0.479], [-6.265, -0.597, -4.593], [-5.086, -0.228, -3.362], [-5.524, 0.043, -2.062], [-4.609, 0.344, -1.091], [-5.163, 0.697, 0.513], [-3.189, 0.413, -1.320], [-2.393, 0.747, -0.403], [-2.798, 0.087, -2.665], [-1.413, 0.005, -3.074], [-0.412, 0.076, -2.381], [-3.749, -0.206, -3.655], [-6.578, 0.016, -1.824], [-1.288, -0.150, -4.166], [-3.411, -0.431, -4.659], [1.012, 7.548, 0.885], [0.713, 6.567, 0.366], [0.332, 5.346, -0.278], [1.292, 4.533, -0.869], [0.860, 3.356, -1.466], [-0.411, 2.979, -1.500], [-1.321, 3.763, -0.932], [-1.007, 4.959, -0.309], [2.343, 4.786, -0.841], [1.574, 2.673, -1.912], [-2.341, 3.396, -0.951], [-1.773, 5.568, 0.150]],
  "atomic_forces_ev_per_a": [[0.08, 0.14, -0.35], [0.76, 0.35, 0.01], [0.12, 0.02, 0.04], [-0.03, -0.03, -0.02], [0.01, -0.05, -0.07], [0.01, 0.08, 0.07], [0.03, -0.02, -0.01], [0.18, -0.10, -0.14], [-0.16, 0.13, 0.10], [0.16, 0.08, 0.25], [-0.13, 0.22, 0.06], [-0.09, 0.04, 0.22], [0.03, -0.21, 0.20], [-0.11, 0.18, 0.14], [0.01, -0.22, -0.12], [0.01, -0.03, -0.02], [-0.03, 0.00, 0.11], [0.02, -0.01, -0.09], [0.01, 0.01, -0.04], [-0.02, -0.12, 0.01], [-0.17, -0.68, 0.24], [-0.01, -0.01, 0.00], [0.00, 0.00, 0.00], [-0.01, 0.00, 0.00], [-0.01, 0.00, 0.01], [-0.04, -0.02, -0.04], [0.01, -0.01, 0.01], [-0.05, -0.03, -0.05], [0.06, -0.01, 0.05], [0.00, 0.01, -0.05], [0.01, 0.03, -0.04], [0.00, 0.01, 0.00], [0.00, 0.01, 0.00], [0.00, 0.00, 0.00], [0.00, 0.00, 0.00], [-0.06, -0.02, -0.08], [0.12, 0.00, -0.05], [0.09, 0.01, 0.05], [0.00, 0.10, -0.04], [-0.05, 0.03, 0.13], [-0.10, -0.02, -0.15], [-0.51, 0.21, -0.16], [-0.14, -0.02, 0.15], [0.12, 0.06, -0.15], [-0.14, -0.11, -0.29], [-0.08, -0.01, 0.06], [-0.01, 0.00, 0.01], [0.03, -0.01, 0.05], [0.00, 0.00, -0.02], [0.00, 0.00, -0.01], [0.08, 0.24, 0.15], [-0.07, -0.28, -0.16], [-0.09, 0.02, 0.01], [0.08, 0.03, -0.04], [0.00, -0.08, -0.06], [-0.05, 0.07, 0.12], [0.08, -0.03, -0.03], [0.00, 0.00, 0.00], [0.01, 0.01, -0.02], [0.00, 0.01, -0.01], [0.00, 0.01, 0.01]]
}

{
  "formula": "C23H40N10O15SSi",
  "method": "ωB97M-V/def2-TZVPD",
  "charge": 0,
  "lumo_energy_ha": -0.044,
  "elements": ["C", "Si", "C", "C", "O", "C", "C", "C", "C", "C", "C", "C", "C", "C", "N", "C", "C", "C", "N", "S", "N", "C", "H", "H", "H", "H", "H", "H", "H", "H", "H", "H", "H", "H", "H", "H", "H", "H", "H", "H", "H", "C", "N", "O", "O", "H", "H", "H", "C", "N", "O", "O", "H", "H", "H", "C", "N", "O", "O", "H", "H", "H", "C", "N", "O", "O", "H", "H", "H", "C", "N", "O", "O", "H", "H", "H", "C", "N", "O", "O", "H", "H", "H", "C", "N", "O", "O", "H", "H", "H"],
  "positions_angstrom": [[0.767, -1.133, -0.368], [-0.044, -2.648, -1.206], [-1.388, -1.916, -2.386], [-1.029, -3.733, 0.034], [1.010, -3.556, -2.215], [2.361, -3.620, -1.725], [3.296, -2.916, -2.779], [3.034, -1.395, -2.965], [1.893, -0.823, -3.670], [1.642, 0.644, -3.860], [2.610, 1.631, -3.352], [2.287, 3.106, -3.633], [3.223, 4.077, -4.251], [2.713, 5.435, -4.481], [1.475, 5.928, -4.168], [0.632, 5.004, -3.612], [0.924, 3.601, -3.291], [3.805, 1.114, -2.623], [4.769, 1.951, -2.069], [5.842, 0.842, -1.405], [5.200, -0.669, -1.726], [4.022, -0.386, -2.416], [0.026, -0.775, 0.410], [1.694, -1.417, 0.204], [0.965, -0.277, -1.064], [-2.410, -1.933, -1.920], [-1.333, -2.485, -3.363], [-1.035, -0.868, -2.639], [-1.603, -4.521, -0.535], [-0.391, -4.164, 0.850], [-1.795, -3.025, 0.473], [2.499, -3.275, -0.666], [2.648, -4.719, -1.734], [3.091, -3.418, -3.773], [4.392, -3.101, -2.575], [1.152, -1.552, -4.088], [0.728, 1.032, -4.384], [4.258, 3.758, -4.533], [3.429, 6.156, -4.966], [-0.413, 5.370, -3.343], [0.142, 2.961, -2.823], [5.830, -2.203, 1.375], [5.590, -3.605, 1.811], [4.858, -3.777, 2.772], [6.141, -4.481, 1.175], [5.277, -1.535, 2.031], [6.899, -2.016, 1.445], [5.480, -2.113, 0.348], [2.623, -1.606, 4.586], [2.660, -0.797, 3.339], [1.637, -0.724, 2.686], [3.718, -0.264, 3.060], [1.624, -2.018, 4.706], [3.360, -2.401, 4.482], [2.870, -0.944, 5.413], [-0.740, 1.835, 3.230], [-0.823, 0.994, 4.453], [-0.231, 1.384, 5.446], [-1.478, -0.028, 4.377], [-0.127, 2.706, 3.444], [-0.289, 1.228, 2.447], [-1.751, 2.131, 2.965], [-3.075, 0.581, 6.974], [-4.160, 1.290, 7.703], [-4.162, 2.507, 7.662], [-4.972, 0.599, 8.291], [-2.432, 1.316, 6.503], [-2.520, -0.006, 7.702], [-3.544, -0.057, 6.228], [-3.993, 6.783, -3.397], [-3.004, 6.182, -2.463], [-2.569, 6.889, -1.576], [-2.701, 5.017, -2.657], [-4.166, 7.815, -3.105], [-3.572, 6.729, -4.399], [-4.910, 6.202, -3.322], [-5.772, -4.196, -1.228], [-4.642, -3.406, -0.672], [-4.087, -3.838, 0.319], [-4.350, -2.374, -1.254], [-5.916, -5.080, -0.613], [-6.656, -3.562, -1.207], [-5.509, -4.473, -2.247], [-4.552, -0.502, 0.862], [-4.436, 0.328, 2.089], [-3.377, 0.905, 2.269], [-5.403, 0.370, 2.824], [-3.615, -0.439, 0.317], [-4.747, -1.525, 1.175], [-5.372, -0.106, 0.267]],
  "atomic_forces_ev_per_a": [[-0.01, -0.21, 0.77], [-1.17, 0.31, -0.85], [0.98, 0.02, -0.44], [0.15, 0.47, -0.15], [0.05, 1.12, 1.75], [0.80, -1.28, -0.95], [-0.07, 0.30, -0.52], [-0.58, 2.42, -0.50], [1.52, -0.11, 0.95], [2.78, 0.42, 1.66], [-1.59, -1.99, -0.94], [-0.69, 1.67, 0.14], [-2.74, 0.03, 0.96], [0.86, -1.17, 0.14], [0.75, -2.80, 0.33], [-0.35, -1.10, 0.64], [2.36, 1.68, -1.53], [-0.36, 0.11, -0.12], [-0.53, -4.21, -0.34], [-0.90, -0.08, -0.47], [-2.08, 2.89, -1.20], [-0.25, 0.52, -0.32], [0.73, -0.35, -0.76], [-0.80, 0.56, -0.58], [-0.05, -0.89, 0.54], [1.14, 0.15, -0.75], [-0.44, 0.48, 1.04], [-0.71, -0.98, 0.33], [0.75, 0.66, 0.73], [-0.75, 0.19, -0.69], [0.89, -0.86, -0.28], [-0.17, 0.03, -0.99], [-0.20, 1.19, 0.12], [0.09, 0.49, 1.10], [-1.21, 0.31, 0.06], [0.77, 0.84, 0.42], [1.12, -0.68, 0.53], [-1.17, 0.51, 0.29], [-0.92, -0.72, 0.59], [1.61, -0.46, -0.42], [0.85, 0.59, -0.42], [-0.13, 0.29, 0.10], [0.04, 0.04, 0.03], [0.12, -0.13, -0.23], [-0.23, 0.12, 0.26], [0.06, -0.14, -0.05], [-0.04, -0.11, -0.14], [0.17, -0.04, 0.00], [-0.15, -0.22, 0.21], [-0.07, -0.07, 0.11], [0.30, 0.16, 0.07], [-0.33, -0.05, -0.05], [0.05, 0.11, -0.10], [0.06, 0.14, -0.02], [0.09, -0.03, -0.10], [0.21, 0.36, -0.10], [0.09, 0.03, -0.25], [-0.17, -0.27, -0.08], [0.28, 0.20, 0.24], [0.00, -0.16, 0.12], [-0.14, -0.05, 0.05], [0.08, -0.15, 0.01], [0.13, 0.05, -0.17], [-0.01, 0.08, 0.01], [-0.13, -0.29, 0.10], [0.15, 0.25, -0.10], [-0.12, 0.00, 0.16], [-0.11, -0.04, -0.07], [0.02, -0.03, 0.14], [-0.15, 0.24, -0.08], [0.04, 0.09, 0.17], [-0.02, -0.30, -0.19], [-0.06, 0.26, 0.08], [0.09, -0.11, 0.05], [-0.06, -0.13, 0.06], [0.12, -0.06, -0.09], [-0.14, -0.26, 0.00], [-0.02, -0.18, -0.04], [-0.23, 0.30, -0.16], [-0.28, -0.35, 0.25], [0.10, 0.12, 0.01], [0.11, 0.02, -0.12], [-0.05, 0.15, 0.03], [0.22, 0.00, -0.20], [-0.01, 0.02, 0.02], [-0.52, -0.08, 0.01], [0.34, 0.07, -0.10], [-0.08, 0.00, 0.10], [-0.05, 0.13, 0.07], [-0.02, -0.06, 0.13]]
}

| no. | calculated total energy (eV) | largest force on an atom (eV Å⁻¹) |
| --- | --- | --- |
| 1 | -24076.6583 | 5.9 |
| 2 | -18717.1142 | 0.8 |
| 3 | -7393.5812 | 0.3 |
| 4 | -88054.4643 | 0.8 |
| 5 | -88805.6775 | 4.3 |